ORCA calculation (the ωB97M-V functional and the def2-TZVPD basis) on C50H89F6HfN4O16S2 as an isolated structure in a non-equilibrium geometry.

Each line ends with the Mulliken charge.
Cartesian coordinates (Å):
Hf -1.512 -1.376 -0.193  1.52
C -3.925 -0.742 4.546  -1.27
C -4.502 -0.368 3.163  0.85
C -5.716 0.545 3.469  -0.97
C -5.376 1.966 3.883  -0.94
C -4.427 2.497 2.809  -1.30
C -3.145 1.662 2.561  2.19
N -3.562 0.300 2.265  0.16
O -2.649 -0.513 1.610  0.73
C -2.184 1.797 3.785  -0.93
C -2.533 2.387 1.362  -1.64
C -5.122 -1.657 2.600  -1.74
H -2.911 -1.145 4.452  -0.01
H -4.500 -1.539 5.012  0.55
H -3.774 0.122 5.192  0.30
H -6.219 -0.009 4.267  0.45
H -6.448 0.600 2.658  0.27
H -4.865 2.041 4.847  0.36
H -6.286 2.558 3.978  0.45
H -4.051 3.493 3.057  0.56
H -5.055 2.608 1.919  0.26
H -2.711 2.069 4.698  0.16
H -1.273 2.371 3.624  0.43
H -1.846 0.784 4.003  -0.19
H -1.497 2.089 1.180  0.01
H -2.406 3.439 1.622  0.50
H -3.066 2.254 0.421  -0.07
H -5.777 -2.151 3.312  0.58
H -4.386 -2.356 2.200  0.06
H -5.770 -1.426 1.749  0.33
C 0.004 -5.059 -0.772  -1.68
C 1.201 -4.519 -1.581  2.03
C 1.422 -5.596 -2.675  -1.47
C 2.266 -5.201 -3.898  -0.87
C 1.648 -3.918 -4.432  -1.22
C 1.583 -2.807 -3.390  1.41
N 0.840 -3.245 -2.211  0.09
O 0.286 -2.287 -1.369  2.44
C 0.891 -1.647 -4.111  -0.79
C 3.011 -2.311 -3.069  -1.53
C 2.356 -4.466 -0.585  -1.52
H -0.973 -4.966 -1.253  0.17
H -0.021 -4.594 0.217  -0.22
H 0.129 -6.132 -0.609  0.61
H 0.519 -6.107 -3.012  0.39
H 2.008 -6.367 -2.161  0.54
H 2.352 -5.944 -4.690  0.51
H 3.303 -4.912 -3.691  0.35
H 0.624 -4.198 -4.706  0.27
H 2.254 -3.596 -5.280  0.45
H -0.099 -1.938 -4.469  -0.42
H 1.420 -1.424 -5.041  0.73
H 0.823 -0.692 -3.603  -0.53
H 3.642 -2.241 -3.958  0.40
H 3.576 -3.065 -2.519  0.39
H 2.913 -1.421 -2.453  -0.04
H 2.359 -3.599 0.078  -0.31
H 3.323 -4.308 -1.070  0.42
H 2.439 -5.372 0.017  0.46
C -0.837 2.913 -1.458  0.30
F -2.100 2.744 -1.760  0.28
F -0.248 3.555 -2.467  -0.21
F -0.616 3.629 -0.391  -0.08
S -0.044 1.145 -1.509  0.81
O -1.162 0.273 -1.924  -0.75
O 1.039 1.110 -2.413  -0.28
N -0.065 0.347 0.030  0.09
S 1.147 0.954 0.953  0.44
O 1.462 2.309 0.613  -0.65
O 0.932 0.702 2.341  -0.21
C 2.634 -0.112 0.553  0.16
F 3.083 0.234 -0.640  -0.24
F 3.473 0.069 1.559  -0.03
F 2.328 -1.400 0.548  -0.11
C 3.465 0.454 4.463  0.76
C 3.109 1.772 4.340  -0.63
C 2.145 2.324 5.161  -0.23
C 1.608 1.554 6.185  -0.12
C 2.083 0.264 6.408  -0.62
C 2.968 -0.313 5.503  -0.67
N 0.340 1.949 6.821  1.07
O -0.445 1.106 7.195  -0.60
O 0.217 3.144 7.019  -0.60
H 4.162 -0.004 3.774  -0.09
H 3.446 2.412 3.534  0.32
H 1.692 3.285 4.954  0.51
H 1.554 -0.331 7.142  0.37
H 3.251 -1.347 5.645  0.47
C -3.909 3.486 -6.939  -1.36
C -3.424 3.730 -5.536  0.92
O -4.147 3.929 -4.596  -0.52
C -1.918 3.982 -5.439  -0.82
H -3.206 3.141 -7.697  0.37
H -4.196 4.455 -7.361  0.34
H -4.763 2.810 -6.908  0.36
H -1.708 4.859 -6.050  0.44
H -1.365 3.113 -5.800  0.40
H -1.660 4.097 -4.390  -0.15
C 1.369 -3.332 2.875  -0.21
C 0.312 -2.277 2.687  0.44
O -0.031 -2.043 1.523  -0.03
C -0.319 -1.588 3.846  -0.48
H 2.251 -3.146 2.271  -0.59
H 0.808 -4.230 2.598  0.34
H 1.615 -3.381 3.934  0.43
H -0.943 -2.327 4.353  0.88
H -0.966 -0.752 3.588  -1.21
H 0.390 -1.033 4.466  -0.28
C 6.299 -3.829 2.326  -1.50
C 5.410 -2.859 3.065  0.86
O 4.502 -2.298 2.493  -0.21
C 5.785 -2.616 4.500  -0.58
H 7.329 -3.515 2.162  0.39
H 5.964 -4.091 1.318  0.27
H 6.200 -4.818 2.787  0.39
H 5.473 -3.424 5.159  0.36
H 5.405 -1.648 4.826  -0.29
H 6.870 -2.492 4.536  0.35
C -4.061 6.672 0.044  -0.50
C -4.109 6.774 -1.477  0.40
O -4.808 7.542 -2.079  -0.56
C -3.175 5.810 -2.189  -0.47
H -3.314 7.346 0.470  0.31
H -3.584 5.711 0.258  -0.22
H -5.049 6.802 0.475  0.34
H -3.736 4.874 -2.250  -0.05
H -2.155 5.781 -1.819  0.44
H -3.230 6.134 -3.231  0.32
C -5.728 0.525 -0.491  -0.29
C -4.439 0.497 -1.251  0.22
O -3.519 -0.196 -0.842  -0.30
C -4.416 1.111 -2.603  -1.26
H -5.882 1.561 -0.173  0.24
H -5.597 -0.073 0.405  -0.49
H -6.593 0.176 -1.052  0.53
H -4.903 2.086 -2.542  0.42
H -5.002 0.519 -3.313  0.56
H -3.453 1.153 -3.105  -0.08
C -2.342 -3.870 -3.823  -1.19
C -2.436 -2.399 -3.506  0.54
O -2.309 -1.981 -2.369  -0.25
C -2.553 -1.443 -4.659  -0.94
H -1.283 -4.112 -3.689  0.13
H -2.635 -4.047 -4.856  0.38
H -2.996 -4.467 -3.190  0.39
H -3.582 -1.184 -4.916  0.34
H -2.050 -1.910 -5.503  0.54
H -2.085 -0.498 -4.382  -0.05
C 7.825 0.547 4.789  -1.10
C 7.608 0.890 3.338  0.83
O 8.248 0.319 2.488  -0.57
C 6.563 1.889 2.900  -0.52
H 8.188 1.448 5.284  0.39
H 8.393 -0.380 4.775  0.30
H 6.916 0.283 5.340  0.19
H 6.429 2.832 3.425  0.40
H 5.660 1.416 2.517  -0.22
H 6.993 2.234 1.950  0.38
C 3.766 2.216 -7.115  -1.11
C 4.098 1.863 -5.693  0.57
O 5.173 2.111 -5.211  -0.55
C 3.058 1.039 -4.958  -0.20
H 4.018 1.447 -7.850  0.28
H 4.367 3.076 -7.409  0.34
H 2.692 2.364 -7.226  0.30
H 3.097 -0.040 -5.105  0.08
H 2.047 1.353 -5.222  0.18
H 3.230 1.185 -3.891  0.06

## Properties
Molecular weight in g mol⁻¹: 1358.9
E_HOMO in eV: -9.34
Orbital gap in eV: 5.51
Spin multiplicity: 1
Max |F| in eV/A: 4.2
Net charge: +1